Entry from the Open Molecules 2025 dataset: a cluster of 13 separate species, C63H160N8O21 in total in a non-equilibrium geometry (ωB97M-V/def2-TZVPD).

Summary:
HOMO level ... -7.87 eV
Energy above the lowest of the compared OMol25 structures with the same formula, charge and spin ... 38.7 kcal/mol
Charge ... 0

```
252
C63H160N8O21 | the Open Molecules 2025 dataset | ωB97M-V/def2-TZVPD
C -2.2224 3.9280 0.4234
O -2.6741 5.1606 -0.1522
C -3.5638 5.8301 0.7699
C -3.9217 7.2819 0.3721
N -2.8353 8.2384 0.6186
C -1.7345 8.1100 -0.3950
C -0.7954 9.2430 -0.2937
O 0.3633 9.0204 -1.1934
C 1.2704 10.1004 -1.3775
H -1.6375 3.4536 -0.3646
H -3.0413 3.2252 0.5772
H -1.7082 4.1106 1.3669
H -3.0214 6.0041 1.6992
H -4.4778 5.3069 1.0509
H -4.7586 7.5658 1.0103
H -4.2439 7.2808 -0.6692
H -3.1605 9.1946 0.6240
H -2.0753 8.0756 -1.4298
H -1.1740 7.2036 -0.1658
H -0.5491 9.4344 0.7507
H -1.2533 10.2011 -0.5394
H 2.0730 9.7984 -2.0503
H 1.7688 10.3907 -0.4526
H 0.7273 10.9309 -1.8286
C -1.1118 -7.3601 7.2648
O -1.0969 -6.7654 5.9531
C -1.4630 -7.5960 4.8709
C -1.2645 -6.7595 3.5672
N -2.3377 -5.7777 3.3391
C -2.1257 -5.1784 1.9988
C -3.1441 -4.1218 1.6219
O -3.0746 -3.7761 0.2659
C -3.9550 -2.7136 -0.1392
H -1.1118 -6.5755 8.0215
H -0.1435 -7.8581 7.3148
H -1.9031 -8.0945 7.4148
H -2.4409 -8.0770 4.8916
H -0.7685 -8.4338 4.8088
H -1.2982 -7.4396 2.7160
H -0.2547 -6.3718 3.4327
H -2.4879 -5.1212 4.0918
H -2.1722 -5.9888 1.2712
H -1.1139 -4.7765 1.9459
H -3.0764 -3.1612 2.1326
H -4.1319 -4.5177 1.8581
H -5.0041 -2.8237 0.1353
H -4.0120 -2.6310 -1.2246
H -3.6156 -1.7881 0.3259
C 0.7465 6.0493 7.4283
O -0.0196 5.2389 6.5259
C -0.8708 4.3023 7.2180
C -1.7862 3.5613 6.1828
N -0.9764 2.6504 5.3368
C -1.7046 2.1158 4.1506
C -2.6989 0.9713 4.5455
O -3.3409 0.5706 3.3553
C -4.0994 -0.6270 3.4287
H 1.4428 5.4079 7.9685
H 0.2093 6.7053 8.1133
H 1.3693 6.6583 6.7729
H -1.4132 4.8222 8.0077
H -0.2467 3.6044 7.7761
H -2.3403 4.3101 5.6167
H -2.5297 3.0326 6.7792
H -0.0400 2.9595 5.1183
H -0.9516 1.7725 3.4413
H -2.1893 2.8868 3.5516
H -3.4769 1.3565 5.2046
H -2.2661 0.1372 5.0977
H -4.8237 -0.5952 2.6148
H -4.6462 -0.7129 4.3677
H -3.4776 -1.5084 3.2716
C 2.0670 1.8792 3.1408
O 1.3304 3.1089 2.8183
C 1.5931 4.1897 3.6572
C 1.1194 5.5833 3.1043
N 1.9872 5.9427 2.0346
C 1.7061 7.3229 1.5439
C 2.3991 8.4674 2.3380
O 1.8860 9.7466 2.0406
C 2.2996 10.7663 2.9358
H 1.8300 1.3613 4.0702
H 3.1185 2.1472 3.2436
H 1.8911 1.2455 2.2716
H 2.6492 4.2153 3.9258
H 1.1361 3.9444 4.6159
H 1.2647 6.3299 3.8851
H 0.0915 5.5096 2.7491
H 1.9720 5.2108 1.3387
H 0.6312 7.4975 1.4966
H 2.0834 7.3854 0.5232
H 3.4861 8.4104 2.3967
H 2.0481 8.2211 3.3401
H 3.3821 10.8947 2.9369
H 2.1172 10.4477 3.9621
H 1.9463 11.7788 2.7406
C 2.8513 0.9746 -11.7493
O 2.8483 0.3274 -10.4548
C 1.6684 -0.4042 -10.1336
C 1.8845 -1.1812 -8.7988
N 2.6306 -0.3778 -7.7964
C 1.6859 0.6095 -7.2235
C 0.6802 -0.0653 -6.2398
O 1.4367 -0.9202 -5.3562
C 0.7201 -1.4628 -4.2630
H 2.5944 0.2669 -12.5375
H 3.7941 1.5076 -11.8718
H 2.0938 1.7567 -11.6982
H 1.3835 -1.1334 -10.8920
H 0.8501 0.3133 -10.0731
H 2.5405 -1.9973 -9.1018
H 0.9674 -1.6982 -8.5166
H 3.1499 0.2262 -8.4174
H 1.1803 1.1240 -8.0406
H 2.3221 1.3593 -6.7532
H -0.0052 -0.6763 -6.8272
H 0.0748 0.6732 -5.7143
H -0.3344 -1.5434 -4.5268
H 0.8683 -0.8916 -3.3466
H 1.0384 -2.4765 -4.0197
C 3.7650 -2.4706 -2.8797
O 4.2259 -2.2517 -4.1967
C 5.2978 -3.1608 -4.5570
C 6.1320 -2.2862 -5.5574
N 5.3786 -2.0965 -6.7897
C 6.0776 -1.2601 -7.7788
C 7.2219 -2.0159 -8.4708
O 6.7111 -3.1864 -9.1536
C 7.7658 -3.7963 -9.9484
H 4.4774 -2.1765 -2.1089
H 3.4154 -3.4718 -2.6280
H 2.9703 -1.7431 -2.7144
H 4.9059 -4.1017 -4.9432
H 5.8967 -3.3235 -3.6610
H 7.0453 -2.8605 -5.7129
H 6.4916 -1.3394 -5.1545
H 5.3767 -2.9970 -7.2469
H 6.4238 -0.3620 -7.2673
H 5.3461 -0.9822 -8.5376
H 7.9584 -2.3897 -7.7596
H 7.8112 -1.3185 -9.0662
H 8.6479 -4.1223 -9.3973
H 8.1704 -3.0842 -10.6676
H 7.4887 -4.6920 -10.5043
C 0.6877 -2.5465 3.2738
O -0.5830 -2.8343 3.8996
C -0.4396 -3.3158 5.1944
C -1.6815 -3.1146 6.0313
N -2.6165 -4.2718 5.9404
C -3.7939 -4.2729 6.7810
C -3.6180 -3.7974 8.2730
O -2.8380 -4.7552 9.0112
C -2.4654 -4.2815 10.2693
H 0.5837 -2.1857 2.2505
H 1.2749 -3.4619 3.2005
H 1.2889 -1.8024 3.7963
H 0.3519 -2.7597 5.6967
H -0.0173 -4.3106 5.3369
H -2.1257 -2.2182 5.5986
H -1.4355 -2.8392 7.0568
H -2.1417 -5.1524 6.0794
H -4.2676 -5.2545 6.7639
H -4.5190 -3.6210 6.2938
H -4.5637 -3.7415 8.8122
H -3.2181 -2.7837 8.2518
H -3.3126 -4.2088 10.9512
H -2.0688 -3.2688 10.1966
H -1.7312 -4.8611 10.8287
C -4.6554 -2.9472 -5.8002
O -3.4801 -3.4394 -5.2632
C -3.2418 -2.9067 -3.9549
C -2.1608 -3.9054 -3.4396
N -1.5477 -3.3783 -2.1913
C -0.3714 -4.0445 -1.7471
C -0.5672 -5.5163 -1.4066
O 0.6297 -6.1421 -0.9894
C 0.5088 -7.3962 -0.3286
H -5.5893 -3.2712 -5.3409
H -4.7742 -3.2878 -6.8288
H -4.6209 -1.8584 -5.8383
H -4.0351 -2.9699 -3.2101
H -2.8639 -1.8851 -3.9957
H -1.4227 -3.9519 -4.2403
H -2.7268 -4.8220 -3.2735
H -2.2241 -3.5217 -1.4551
H -0.0504 -3.4820 -0.8703
H 0.3678 -3.9720 -2.5449
H -0.9450 -5.9919 -2.3117
H -1.3128 -5.6750 -0.6274
H 1.4635 -7.9006 -0.1800
H -0.1219 -8.0630 -0.9165
H -0.0462 -7.1478 0.5761
C -5.6118 1.4965 0.9942
C -6.5716 2.6397 0.5758
C -7.1598 2.4511 -0.8242
O -7.5840 2.7648 1.5342
H -4.7847 1.3963 0.2913
H -6.0099 0.4888 1.1130
H -5.1629 1.7387 1.9575
H -6.0824 3.6103 0.6579
H -6.4696 2.7873 -1.5980
H -8.0543 3.0446 -1.0131
H -7.3664 1.3909 -0.9706
H -7.1740 3.0933 2.3377
C 3.8828 -5.7764 0.6114
C 2.9506 -4.5811 0.8955
C 3.6983 -3.3785 1.4251
O 2.3954 -4.1867 -0.3482
H 4.4176 -6.0395 1.5240
H 4.6028 -5.5116 -0.1629
H 3.2730 -6.6360 0.3333
H 2.0963 -4.8186 1.5294
H 4.5896 -3.1786 0.8304
H 3.9994 -3.6788 2.4287
H 3.1406 -2.4432 1.4726
H 1.7266 -4.8273 -0.6011
C 0.8163 -0.4461 -0.2682
C -0.6872 -0.6037 -0.0546
C -1.3200 0.4051 0.9158
O -1.3163 -0.4058 -1.3231
H 1.0495 0.4836 -0.7871
H 1.2346 -1.2993 -0.8022
H 1.4299 -0.3556 0.6281
H -1.0167 -1.6102 0.2034
H -1.2482 0.0850 1.9553
H -2.3994 0.5011 0.7986
H -0.8949 1.3889 0.7169
H -1.1220 -1.1186 -1.9361
C -4.3560 2.1386 -3.9603
C -3.1530 1.4150 -3.4170
C -1.9581 2.2899 -3.1807
O -3.5303 0.8797 -2.2007
H -4.1085 2.6878 -4.8687
H -4.7135 2.8380 -3.2046
H -5.1690 1.4586 -4.2146
H -2.7999 0.6136 -4.0659
H -1.5865 2.7114 -4.1147
H -1.0866 1.7275 -2.8457
H -2.2039 3.1199 -2.5183
H -2.7471 0.4914 -1.8038
C 6.9736 -0.1787 1.2489
C 6.2414 0.8757 0.4277
C 4.8443 0.4244 0.0030
O 6.1553 2.0730 1.1373
H 7.0154 -1.1754 0.8096
H 6.4600 -0.2704 2.2059
H 7.9998 0.0970 1.4921
H 6.8842 1.0595 -0.4331
H 4.9492 -0.4476 -0.6425
H 4.4164 1.2490 -0.5671
H 4.1626 0.1857 0.8193
H 7.0025 2.5215 1.0849
```

Löwdin atomic charge list, values in e, 2 entries: -0.092 -0.189